121
Properties=species:S:1:pos:R:3:forces:R:3:mulliken_charge:R:1 method="wB97M-V/def2-TZVPD" charge=+1 fmax_ev_per_a=1.0 multiplicity=1 gap_ev=7.4
Ba 0.5163 -0.8347 0.1905 -0.8 0.2 -0.1 0.622
N -2.9479 2.7835 0.7685 0.0 -0.1 0.0 -0.318
C -2.8160 4.2205 1.0278 0.1 0.1 0.1 0.069
C -2.2907 4.4184 2.4603 0.0 -0.1 -0.1 -1.252
C -0.8325 3.9771 2.6053 -0.1 0.0 -0.1 0.083
N -0.7459 2.4880 2.3912 0.0 0.2 -0.2 0.805
C 0.0570 4.7125 1.6052 0.1 -0.1 0.1 -1.176
C -0.3827 4.5415 0.1549 -0.1 0.0 0.0 0.219
N -0.0617 3.1762 -0.3077 0.0 0.0 0.0 0.281
C -1.8747 4.8666 0.0097 0.0 0.0 -0.1 -1.583
H -3.7391 2.3795 1.2589 0.0 0.0 0.0 0.316
H -1.4562 2.2446 1.6564 0.0 0.0 0.0 -0.027
H -3.0766 2.5822 -0.2170 0.0 0.0 0.0 -0.182
H -3.7816 4.7297 0.9469 0.0 0.0 0.0 0.424
H -2.9276 3.8813 3.1693 0.0 0.0 0.0 0.416
H -2.3523 5.4753 2.7236 0.0 0.0 0.0 0.502
H -0.4644 4.1669 3.6123 0.0 0.0 0.0 0.350
H -0.9087 1.9301 3.2319 0.0 0.0 0.0 0.497
H 0.1725 2.2129 2.0426 0.0 -0.1 0.2 -0.182
H 1.0946 4.3971 1.7256 0.0 0.0 0.0 0.258
H 0.0237 5.7730 1.8648 0.0 0.0 0.0 0.562
H 0.1561 5.2822 -0.4461 0.0 0.0 0.0 0.529
H 0.9402 3.0968 -0.4620 0.0 0.0 0.0 0.208
H -0.5056 3.0116 -1.2062 0.0 -0.1 0.0 -0.563
H -2.2114 4.6308 -1.0060 0.0 0.0 0.0 0.302
H -1.9753 5.9495 0.1140 0.0 0.0 0.0 0.531
Se -2.4877 -0.3370 1.5578 -0.2 0.0 0.0 -0.344
P -2.7366 -2.4697 1.4235 0.5 -0.7 -0.6 1.041
Se -1.3574 -3.4109 -0.0142 -0.2 0.0 0.3 -0.644
C -4.4256 -2.9316 0.9354 -0.1 0.2 0.1 0.157
C -5.4762 -2.4349 1.7082 0.0 0.0 0.0 -0.584
C -6.7846 -2.7521 1.3869 0.0 0.0 0.0 -0.665
C -7.0538 -3.5643 0.2909 0.0 0.0 0.0 -0.528
C -6.0121 -4.0611 -0.4767 0.0 0.0 0.0 -0.592
C -4.6962 -3.7473 -0.1551 0.0 0.0 0.0 -0.183
C -2.5032 -3.3047 3.0131 0.0 0.1 0.1 0.714
C -2.0502 -2.6239 4.1346 0.0 0.0 0.0 -0.406
C -1.8480 -3.3123 5.3245 0.0 0.0 0.0 -0.675
C -2.1106 -4.6709 5.3939 0.0 0.0 0.0 -0.513
C -2.5720 -5.3521 4.2721 0.0 0.0 -0.1 -0.666
C -2.7655 -4.6737 3.0808 0.0 0.0 0.1 -0.590
H -5.2663 -1.7930 2.5562 0.0 0.0 0.0 0.387
H -7.5964 -2.3673 1.9900 0.0 0.0 0.0 0.424
H -8.0771 -3.8109 0.0399 0.0 0.0 0.0 0.402
H -6.2170 -4.6960 -1.3288 0.0 0.0 0.0 0.462
H -3.8766 -4.1362 -0.7446 0.0 0.0 0.0 0.296
H -1.8483 -1.5618 4.0757 0.0 0.0 0.0 0.302
H -1.4821 -2.7804 6.1927 0.0 0.0 0.0 0.435
H -1.9572 -5.2057 6.3221 0.0 0.0 0.0 0.392
H -2.7801 -6.4124 4.3277 0.0 0.0 0.0 0.413
H -3.1153 -5.2037 2.2031 0.0 0.0 0.0 0.372
C -0.1477 3.4680 -7.3365 0.0 0.0 0.0 -1.030
Si -0.5289 3.1773 -5.5329 0.0 0.0 0.0 0.087
C -2.1332 4.0130 -5.0644 0.0 0.0 0.0 -0.842
C 0.8736 3.8163 -4.4658 0.0 0.0 0.0 -0.606
C -0.7051 1.3193 -5.2517 0.1 0.0 0.0 -0.859
Te -0.9009 0.8923 -3.1692 -0.1 0.0 0.2 0.131
C -1.8846 -1.0000 -3.3248 0.0 0.0 -0.1 -0.017
Si -3.7642 -0.9313 -3.4742 0.0 0.0 0.0 0.159
C -4.5163 -0.2063 -1.9287 0.0 0.0 0.0 -0.110
C -4.2292 0.1500 -4.9319 0.0 0.0 0.0 -0.909
C -4.3243 -2.6931 -3.7559 0.0 0.0 0.0 -0.953
H -0.0472 4.5353 -7.5464 0.0 0.0 0.0 0.311
H -0.9449 3.0797 -7.9738 0.0 0.0 0.0 0.308
H 0.7845 2.9821 -7.6324 0.0 0.0 0.0 0.319
H -2.0316 5.0989 -5.1315 0.0 0.0 0.0 0.357
H -2.4417 3.7641 -4.0471 0.0 0.0 0.0 0.191
H -2.9382 3.7142 -5.7399 0.0 0.0 0.0 0.310
H 0.9495 4.9037 -4.5348 0.0 0.0 0.0 0.346
H 1.8303 3.3958 -4.7851 0.0 0.0 0.0 0.290
H 0.7355 3.5648 -3.4097 0.0 0.0 0.0 -0.026
H 0.1423 0.7590 -5.6480 0.0 0.0 0.0 0.528
H -1.6121 0.9602 -5.7396 0.0 0.0 0.1 0.249
H -1.5771 -1.5847 -2.4527 -0.1 0.0 0.0 -0.139
H -1.4424 -1.4908 -4.1965 0.0 0.0 0.0 0.504
H -4.1083 0.7911 -1.7431 0.0 0.0 0.0 -0.148
H -4.3311 -0.8124 -1.0394 0.0 0.0 0.0 -0.147
H -5.5975 -0.1114 -2.0590 0.0 0.0 0.0 0.393
H -3.8507 1.1677 -4.8028 0.0 0.0 0.0 0.089
H -5.3153 0.2200 -5.0263 0.0 0.0 0.0 0.393
H -3.8436 -0.2488 -5.8738 0.0 0.0 0.0 0.315
H -3.8484 -3.3569 -3.0304 0.0 0.0 0.0 0.240
H -4.0485 -3.0309 -4.7578 0.0 0.0 0.0 0.382
H -5.4057 -2.8022 -3.6514 0.0 0.0 0.0 0.320
F 6.7138 1.5289 3.4011 0.0 0.0 0.0 -0.373
C 5.4403 1.1243 3.4103 0.1 0.1 0.1 1.031
C 4.4324 1.9927 3.0434 -0.1 0.2 0.0 -0.651
F 4.7346 3.2456 2.6775 0.0 0.0 0.0 -0.400
C 3.1237 1.5556 3.0232 -0.1 -0.1 0.2 -0.012
F 2.1947 2.4584 2.6332 0.0 0.0 0.0 -0.022
C 2.7437 0.2713 3.3888 0.1 -0.2 0.0 0.504
Se 0.9482 -0.3578 3.3793 0.0 0.3 -0.1 -0.588
C 3.7905 -0.5735 3.7625 0.0 0.1 -0.1 0.247
F 3.5402 -1.8401 4.1075 0.0 0.0 0.0 -0.450
C 5.1142 -0.1692 3.7685 0.0 -0.1 0.1 0.189
F 6.0843 -1.0225 4.1097 0.0 0.0 0.0 -0.383
C 5.4794 0.8488 -0.0183 0.0 0.0 0.0 -0.983
N 4.9453 -0.4707 0.3175 0.0 0.1 0.0 0.446
C 5.7562 -1.5224 0.6054 0.0 0.0 0.0 -0.263
C 5.2621 -2.7499 0.8644 0.0 0.0 0.0 -1.196
C 3.8422 -2.8912 0.8315 0.0 0.0 0.2 0.594
N 3.0555 -1.8605 0.5683 0.1 0.1 0.0 0.453
C 3.5715 -0.6380 0.3129 0.2 -0.1 0.0 0.000
O 2.8338 0.3323 0.0613 0.5 0.1 -0.1 -0.719
N 3.2635 -4.0696 1.0787 0.0 0.0 0.0 -0.359
H 6.5609 0.7780 -0.0979 0.0 0.0 0.0 0.377
H 5.2157 1.5750 0.7460 0.0 0.0 -0.1 0.245
H 5.0627 1.1784 -0.9668 0.0 0.0 0.0 0.281
H 6.8170 -1.3130 0.6070 0.0 0.0 0.0 0.458
H 5.9157 -3.5769 1.0918 0.0 0.0 0.0 0.437
H 3.8055 -4.8628 1.3705 0.0 0.0 0.0 0.224
H 2.2583 -4.1207 1.1424 0.0 0.0 0.0 0.081
N 2.4449 -2.4644 -4.0845 0.0 0.1 0.0 -0.086
C 1.8707 -3.6635 -3.7404 0.0 0.0 0.1 -0.953
C 1.2107 -3.4262 -2.5739 0.0 0.0 -0.1 -0.536
N 1.3697 -2.1075 -2.2033 0.1 -0.1 -0.1 1.211
C 2.1163 -1.5611 -3.1340 0.0 -0.1 -0.1 -1.027
H 2.9984 -2.2790 -4.9032 0.0 0.0 0.0 0.232
H 1.9764 -4.5474 -4.3422 0.0 0.0 0.0 0.449
H 0.6244 -4.1141 -1.9890 0.0 0.0 0.0 0.440
H 2.4187 -0.5279 -3.1758 0.0 0.0 0.0 0.571